{"formula": "C21H62BO22", "method": "ωB97M-V with the def2-TZVPD basis set", "symbols": ["O", "C", "O", "B", "O", "C", "O", "O", "C", "O", "C", "O", "O", "C", "O", "H", "H", "H", "H", "C", "O", "H", "H", "H", "H", "C", "O", "H", "H", "H", "H", "C", "C", "O", "H", "H", "H", "H", "H", "H", "C", "C", "O", "H", "H", "H", "H", "H", "H", "C", "C", "O", "H", "H", "H", "H", "H", "H", "C", "C", "O", "H", "H", "H", "H", "H", "H", "C", "C", "O", "H", "H", "H", "H", "H", "H", "C", "C", "O", "H", "H", "H", "H", "H", "H", "C", "C", "O", "H", "H", "H", "H", "H", "H", "O", "H", "H", "O", "H", "H", "O", "H", "H", "O", "H", "H"], "xyz": [[0.287014, -2.910278, 1.393970], [0.169062, -1.945886, 0.680835], [-0.622175, -0.922750, 0.854083], [-0.513189, -0.034500, -0.335904], [0.573723, -0.583080, -1.138195], [0.960966, -1.748824, -0.632142], [1.890993, -2.420015, -0.964318], [-0.287209, 1.356175, 0.051313], [-1.194661, 2.155392, -0.446864], [-1.277703, 3.338060, -0.309939], [-2.171613, 1.229745, -1.254645], [-1.793266, -0.006357, -1.071718], [-3.133073, 1.596320, -1.863985], [1.916360, -5.768174, 0.485636], [3.060959, -6.479377, -0.022001], [1.194465, -6.445308, 0.956218], [2.051537, -4.971631, 1.212700], [1.397014, -5.366718, -0.385891], [2.812186, -6.646904, -0.931946], [4.196465, -0.290082, -2.615469], [5.401153, -1.055193, -2.364076], [3.435480, -0.318472, -1.842987], [4.451512, 0.759351, -2.775796], [3.876945, -0.709346, -3.569912], [5.287103, -1.425350, -1.483016], [-1.349674, 4.248555, -3.812952], [-0.053968, 4.137151, -4.364403], [-2.044925, 3.646137, -4.407408], [-1.423438, 3.837736, -2.805397], [-1.721602, 5.272902, -3.719263], [-0.115980, 4.113895, -5.320584], [0.918674, 0.502786, -4.291872], [1.216476, 0.200869, -5.751562], [1.678961, 1.413931, -6.393012], [0.100380, 1.194900, -4.098037], [1.769809, 1.056128, -3.882308], [0.803909, -0.496148, -3.872640], [0.229598, 0.069645, -6.205623], [1.889449, -0.643289, -5.869537], [2.260066, 1.218395, -7.131574], [0.552427, 4.374440, 2.647793], [0.876712, 3.289588, 3.630260], [2.256739, 2.973692, 3.616887], [1.021561, 5.354834, 2.699925], [-0.534025, 4.491973, 2.601347], [0.770435, 3.947185, 1.663785], [0.223405, 2.457053, 3.334980], [0.524550, 3.474431, 4.655108], [2.391645, 2.162105, 4.117978], [3.578049, 1.408572, 0.677485], [3.133022, 2.697186, 0.026415], [4.125528, 3.178533, -0.889102], [3.451844, 0.587178, -0.026575], [2.923316, 1.177718, 1.524137], [4.566455, 1.521632, 1.124925], [3.022902, 3.438958, 0.825623], [2.199675, 2.668437, -0.522876], [4.996208, 2.989506, -0.530409], [4.082780, -2.388400, 1.575525], [4.106223, -3.255652, 2.817962], [3.817599, -2.428070, 3.943346], [4.303402, -2.866213, 0.618626], [4.759862, -1.543477, 1.700902], [3.070544, -2.034080, 1.368057], [5.103166, -3.696652, 2.918718], [3.411958, -4.095570, 2.733150], [4.144906, -2.860560, 4.735531], [-2.733291, 1.310072, 2.774602], [-2.889503, 0.139425, 3.712631], [-4.297951, 0.015071, 3.981964], [-3.170736, 1.140032, 1.791582], [-1.666703, 1.504125, 2.636302], [-3.194073, 2.191796, 3.220692], [-2.275701, 0.235018, 4.611485], [-2.593847, -0.788589, 3.207715], [-4.426779, -0.689846, 4.625466], [-5.621655, -2.048306, 0.538300], [-5.481123, -0.556795, 0.254388], [-5.889451, 0.167634, 1.425758], [-6.679176, -2.219011, 0.753154], [-4.984269, -2.256484, 1.395240], [-5.471234, -2.648971, -0.360533], [-6.097268, -0.178950, -0.562863], [-4.457967, -0.288824, -0.033715], [-5.436058, -0.280081, 2.154600], [-2.852721, -4.697188, -0.034023], [-2.903289, -4.496951, 1.481810], [-1.670138, -5.079349, 1.964640], [-1.941500, -4.251415, -0.426121], [-3.745671, -4.390133, -0.585875], [-2.796785, -5.771793, -0.222868], [-3.651675, -5.093844, 1.996892], [-2.929310, -3.437695, 1.738061], [-0.972794, -4.415705, 2.006755], [1.382951, 4.479854, -1.956015], [1.764801, 4.324236, -2.826438], [0.822440, 3.714271, -1.798588], [1.600487, -0.874480, 3.813758], [0.895413, -1.330356, 3.338366], [2.390503, -1.464362, 3.727669], [-5.403922, 0.653835, -3.474626], [-4.963010, 0.870255, -4.300655], [-4.749501, 0.869417, -2.789998], [-1.944748, 6.395060, -0.665945], [-2.221423, 6.616745, 0.227874], [-1.751998, 5.447548, -0.630719]], "atomic_forces_ev_per_a": [[-0.1, 0.2, 0.3], [-0.1, -0.8, -0.3], [-0.1, 0.2, -0.1], [-0.5, 0.1, 0.2], [0.1, -0.4, -0.3], [0.6, 0.8, 0.9], [-0.2, -0.2, -0.5], [0.9, 0.0, 0.5], [-0.6, -0.6, -0.6], [0.1, 0.3, 0.0], [-0.2, 0.6, 0.4], [0.3, -0.5, -0.1], [-0.2, 0.2, -0.2], [-1.2, -0.6, -0.7], [-0.2, 0.5, 0.7], [0.2, -0.2, 0.0], [0.9, 0.1, -0.3], [-0.1, 0.5, 0.3], [0.3, -0.2, -0.1], [1.0, -0.1, -1.1], [-0.6, 0.3, 0.9], [0.0, -0.5, 0.0], [0.1, 0.0, 0.1], [-0.8, 0.3, 0.1], [0.3, -0.1, -0.1], [-0.9, -0.3, -0.1], [0.4, 0.0, 0.2], [-0.2, 0.2, 0.0], [0.6, -0.1, 0.0], [0.2, 0.1, -0.3], [-0.1, 0.0, 0.0], [1.2, 0.0, -0.3], [-1.5, 2.0, -0.3], [0.5, -0.1, 0.3], [-0.4, -0.4, -0.4], [0.2, -0.6, 0.3], [-0.2, 0.4, 0.8], [0.2, -1.0, -0.3], [0.1, 0.0, -0.1], [0.0, -0.2, 0.0], [-0.4, -0.3, -1.1], [-0.7, -0.2, 0.7], [0.0, 0.0, -0.1], [0.2, -0.1, 0.5], [0.0, 0.2, 0.3], [0.2, 0.3, -0.1], [0.5, -0.3, -0.2], [0.3, 0.5, 0.0], [-0.1, 0.0, -0.1], [-1.2, -0.2, 0.2], [1.0, 0.8, 0.7], [-0.2, -0.1, -0.4], [0.6, -0.2, 0.1], [-0.1, 0.1, 0.0], [0.2, -0.2, -0.4], [-0.2, 0.1, -0.1], [0.0, -0.4, 0.0], [0.0, 0.0, 0.1], [-0.6, 0.3, -0.4], [0.6, -0.4, -0.8], [0.3, -0.2, -0.1], [0.4, -0.6, 0.4], [-0.1, 0.1, 0.0], [0.0, 0.3, 0.4], [0.0, 0.1, 0.1], [-0.2, 0.2, 0.1], [-0.1, 0.0, 0.1], [0.6, 0.2, 0.2], [-0.5, -0.6, -0.9], [0.1, 0.0, 0.5], [-0.2, -0.1, 0.1], [0.0, 0.1, -0.1], [0.0, 0.1, -0.1], [-0.2, 0.2, 0.1], [0.3, 0.1, 0.0], [0.0, 0.0, 0.0], [-0.9, 0.8, -0.9], [-0.1, 0.4, 0.2], [0.3, -0.4, -0.4], [0.1, -0.1, 0.5], [0.0, -0.6, -0.2], [0.7, -0.1, 0.2], [-0.2, -0.3, 0.0], [0.1, -0.1, 0.2], [-0.1, 0.5, 0.3], [-0.8, -0.6, 0.1], [1.7, -0.6, -0.5], [-0.2, 0.0, 0.5], [-0.1, 0.2, -0.1], [0.2, 0.5, 0.1], [0.2, 0.0, 0.1], [-0.5, 0.4, -0.2], [-0.3, 0.0, 0.2], [-0.1, 0.2, -0.2], [0.1, 0.1, 0.2], [-0.2, 0.0, 0.0], [-0.1, 0.1, -0.1], [0.3, -0.3, -0.2], [0.1, 0.0, 0.0], [-0.7, 0.5, 0.3], [0.0, 0.0, 0.1], [0.0, 0.0, 0.1], [0.0, 0.0, -0.2], [-0.1, -0.1, 0.0], [0.0, 0.0, 0.0], [0.1, 0.0, 0.0]], "mulliken_charge": [-0.488, 0.466, -0.311, 1.221, -0.035, -0.077, -0.631, 0.450, 0.399, -0.440, 0.313, -0.928, -0.754, -0.228, -0.552, 0.317, -0.105, 0.209, 0.345, 0.152, -0.618, -0.477, 0.365, 0.208, 0.310, -0.347, -0.438, 0.304, -0.065, 0.305, 0.279, -0.398, -0.596, -0.531, 0.266, 0.073, 0.218, 0.264, 0.400, 0.274, -0.738, 0.366, -0.550, 0.336, 0.308, -0.077, -0.229, 0.403, 0.311, -0.563, 0.673, -0.561, -0.256, 0.158, 0.681, 0.159, -0.535, 0.319, -0.571, -0.355, -0.555, 0.374, 0.369, -0.207, 0.396, 0.209, 0.268, -0.207, -0.040, -0.567, -0.043, -0.389, 0.524, 0.412, -0.063, 0.285, -1.001, 0.443, -0.562, 0.281, 0.204, 0.324, 0.358, -0.355, 0.276, -0.799, 0.378, -0.618, 0.066, 0.270, 0.339, 0.325, -0.316, 0.328, -0.558, 0.262, 0.086, -0.672, 0.228, 0.419, -0.697, 0.276, 0.506, -0.667, 0.290, 0.426], "total_charge": -1, "max_force_ha_per_bohr": 0.049, "lumo_ev": 2.2, "e_homo_ha": -0.277, "orbital_gap_ev": 9.724}



{"formula": "C29H30N2O3PS", "method": "ωB97M-V with the def2-TZVPD basis set", "symbols": ["C", "C", "N", "P", "S", "C", "O", "C", "N", "C", "O", "O", "H", "H", "H", "H", "H", "H", "C", "C", "C", "C", "C", "C", "H", "H", "H", "H", "H", "H", "C", "C", "C", "C", "C", "C", "H", "H", "H", "H", "H", "H", "C", "C", "C", "C", "C", "C", "H", "H", "H", "H", "H", "H", "C", "C", "C", "C", "C", "C", "H", "H", "H", "H", "H", "H"], "xyz": [[-3.231513, 2.296687, 1.830581], [-2.917446, 2.286069, 0.553626], [-2.460057, 1.048340, -0.009395], [-1.125010, 1.223349, -1.067967], [-0.997903, 2.907842, -2.041536], [-3.536637, 0.240385, -0.561336], [-3.648425, 0.380408, -2.018072], [-4.486354, 1.284885, -2.354163], [-5.257384, 2.041695, -2.783957], [-3.180473, -1.223153, -0.242690], [-2.301787, -1.766478, -0.939443], [-3.748473, -1.717125, 0.721606], [-2.896210, 1.483491, 2.445194], [-3.851340, 3.076459, 2.233244], [-3.018041, 3.183110, -0.034796], [-0.007903, 1.079845, -0.223600], [-1.128093, 0.097147, -1.894430], [-4.477726, 0.479345, -0.098607], [-5.225930, -4.804241, -2.566989], [-4.594309, -3.614717, -2.227786], [-4.318277, -2.671333, -3.212090], [-4.672547, -2.931097, -4.530633], [-5.296540, -4.124708, -4.869375], [-5.573322, -5.062869, -3.886772], [-5.443062, -5.536067, -1.798623], [-4.326878, -3.415298, -1.197746], [-3.833109, -1.747388, -2.946291], [-4.464951, -2.195198, -5.298172], [-5.571806, -4.320052, -5.899062], [-6.060004, -5.995171, -4.148171], [1.808521, 3.684279, 0.024916], [3.170630, 3.875602, -0.167532], [4.042928, 3.814855, 0.911782], [3.554489, 3.554160, 2.184811], [2.193610, 3.359757, 2.378195], [1.321437, 3.428654, 1.299676], [1.119271, 3.729575, -0.812536], [3.552348, 4.071854, -1.162381], [5.104614, 3.968908, 0.760977], [4.234815, 3.501509, 3.025570], [1.812048, 3.153924, 3.370359], [0.258369, 3.281644, 1.450776], [8.828046, 0.703526, -1.280812], [8.422584, 1.989878, -1.607872], [7.103096, 2.372968, -1.410161], [6.190596, 1.472845, -0.877751], [6.597045, 0.187579, -0.547941], [7.914509, -0.198392, -0.752645], [9.856364, 0.403434, -1.437717], [9.135281, 2.694206, -2.017989], [6.785021, 3.374730, -1.670989], [5.163242, 1.773167, -0.719955], [5.885533, -0.513448, -0.131438], [8.229836, -1.202607, -0.499719], [-1.866641, -2.383307, 3.060707], [-0.540157, -2.144762, 2.725604], [0.437934, -2.120777, 3.712168], [0.092895, -2.344021, 5.038875], [-1.231520, -2.585840, 5.377234], [-2.209331, -2.601693, 4.389694], [-2.624588, -2.393559, 2.280626], [-0.273127, -1.977010, 1.689442], [1.470780, -1.928465, 3.447160], [0.855891, -2.329454, 5.808021], [-1.501843, -2.761327, 6.411968], [-3.243140, -2.784747, 4.655110]], "atomic_forces_ev_per_a": [[-0.1, -0.1, 0.3], [0.0, 0.0, 0.4], [0.2, 0.8, -1.2], [0.5, 0.3, -0.1], [-0.2, 0.0, -0.1], [0.7, -1.1, 0.8], [0.1, 0.1, 0.4], [-1.1, 1.0, -1.2], [0.7, -0.5, 0.6], [0.9, -0.8, -0.8], [0.4, 0.6, -0.6], [-1.3, 0.0, 1.2], [-0.4, -0.4, 0.3], [0.3, 0.4, 0.3], [-0.2, -0.1, -0.7], [-0.2, -0.2, 0.0], [-0.1, -0.1, 0.4], [-0.3, 0.3, 0.1], [0.0, 0.0, 0.0], [-0.1, 0.0, 0.0], [-0.2, -0.2, -0.1], [0.0, 0.1, 0.0], [0.0, 0.0, -0.1], [0.0, 0.0, 0.0], [0.0, 0.0, 0.0], [0.1, 0.0, 0.0], [0.1, 0.0, 0.0], [0.0, 0.0, 0.0], [0.0, 0.0, 0.0], [0.0, 0.0, 0.0], [0.0, 0.1, -0.1], [0.0, 0.0, 0.1], [0.0, 0.0, 0.0], [0.0, 0.0, 0.0], [0.0, 0.0, 0.0], [0.0, 0.0, 0.0], [0.1, 0.0, 0.1], [0.0, 0.0, 0.0], [0.0, 0.0, 0.0], [0.0, 0.0, 0.0], [0.0, 0.0, 0.0], [0.0, 0.0, 0.0], [0.0, 0.0, 0.0], [0.0, 0.0, 0.0], [0.0, 0.0, 0.0], [0.0, 0.0, 0.0], [0.0, 0.0, 0.0], [0.0, 0.0, 0.0], [0.0, 0.0, 0.0], [0.0, 0.0, 0.0], [0.0, 0.0, 0.0], [0.0, 0.0, 0.0], [0.0, 0.0, 0.0], [0.0, 0.0, 0.0], [-0.2, -0.1, -0.1], [0.1, 0.0, 0.0], [0.0, 0.0, 0.0], [0.0, 0.0, 0.0], [0.0, 0.0, 0.0], [0.1, 0.0, 0.0], [0.1, 0.0, 0.1], [0.0, 0.0, 0.0], [0.0, 0.0, 0.0], [0.0, 0.0, 0.0], [0.0, 0.0, 0.0], [0.0, 0.0, 0.0]], "nbo_charge": [-0.391, -0.043, -0.772, 1.055, -0.653, 0.143, -0.496, 0.559, -0.445, 0.729, -0.766, -0.738, 0.214, 0.199, 0.215, -0.038, 0.041, 0.222, -0.244, -0.134, -0.229, -0.209, -0.235, -0.229, 0.203, 0.233, 0.238, 0.203, 0.199, 0.198, -0.243, -0.163, -0.246, -0.223, -0.216, -0.208, 0.247, 0.197, 0.207, 0.207, 0.210, 0.219, -0.219, -0.220, -0.206, -0.213, -0.209, -0.213, 0.207, 0.208, 0.209, 0.227, 0.217, 0.210, -0.160, -0.222, -0.227, -0.235, -0.232, -0.228, 0.263, 0.221, 0.202, 0.199, 0.199, 0.204], "total_charge": -1, "max_force_ha_per_bohr": 0.037, "lumo_ev": 2.3, "e_homo_ha": -0.222, "orbital_gap_ev": 8.372}



{"formula": "C4H10N2O", "method": "ωB97M-V with the def2-TZVPD basis set", "symbols": ["N", "C", "C", "C", "N", "C", "O", "H", "H", "H", "H", "H", "H", "H", "H", "H", "H"], "xyz": [[-0.097932, 0.049290, 1.644445], [-0.511972, 0.634551, 0.396556], [-0.523094, 2.130143, 0.373061], [0.446054, 0.199651, -0.809474], [1.019239, -1.050607, -0.817757], [0.105432, -2.191869, -0.714892], [0.509070, 0.918155, -1.790266], [0.442701, 0.618578, 2.264325], [0.154195, -0.905915, 1.564120], [-1.517606, 0.263843, 0.154652], [-0.977448, 2.527122, 1.296592], [0.518932, 2.456135, 0.558929], [-0.896168, 2.696538, -0.466115], [1.758120, -0.998854, -1.503658], [-0.631897, -1.933628, 0.043225], [0.719337, -3.084751, -0.590019], [-0.516964, -2.328380, -1.603724]], "atomic_forces_ev_per_a": [[-1.2, 0.8, 0.2], [0.8, -1.0, -1.6], [1.2, 1.4, 2.4], [-2.4, 0.6, -0.5], [0.2, 0.5, 0.7], [0.5, 0.5, -0.7], [0.8, 0.2, 0.4], [0.4, 0.0, 0.0], [0.6, -0.4, 0.3], [0.1, 0.0, -0.2], [-0.5, -0.3, -0.3], [-0.2, 0.0, -0.5], [-0.2, -0.5, -0.4], [-0.2, -0.9, -0.4], [0.3, -0.7, 0.5], [-0.5, -0.1, 0.6], [0.2, 0.0, -0.3]], "nbo_charge": [-0.856, -0.141, -0.613, 0.679, -0.662, -0.412, -0.596, 0.376, 0.372, 0.195, 0.210, 0.203, 0.246, 0.395, 0.203, 0.213, 0.187], "smiles": "CNC(=O)[C@H](C)N", "total_charge": 0, "max_force_ha_per_bohr": 0.058, "lumo_ev": 1.0, "e_homo_ha": -0.319, "de_lowest_kcal_mol": 38.9, "orbital_gap_ev": 9.675}



Question: Number 1 is which compound?
Answer: C21H62BO22